1.
The following is a DFT calculation (ωB97M-V/def2-TZVPD) of the molecule C15H19Cl2N3O4.

Calculated values
SMILES: CC(C)Nc1nc2cc(Cl)c(Cl)cc2n1[C@H]1O[C@@H](CO)[C@H](O)[C@@H]1O
Orbital gap (eV): 7.831
Energy relative to the best compared isomer or geometry (same formula, charge and spin) (kJ/mol): 2.1
HOMO (Ha): -0.2812

Each line ends with the Mulliken charge.
Geometry (Å):
C (0.821, 0.108, -0.228)  0.961
O (-2.814, -1.404, 2.090)  -0.605
N (1.848, -1.425, 1.120)  -0.762
C (-3.039, 1.516, 0.256)  -0.030
H (0.321, -4.304, 4.787)  0.427
N (-0.017, -0.198, 0.829)  0.370
Cl (4.224, 0.342, -3.126)  -0.218
Cl (1.658, 2.041, -3.570)  -0.229
C (0.702, 0.950, -1.315)  -0.812
H (-3.606, -0.950, 2.428)  0.375
O (-4.731, 0.068, 1.171)  -0.646
C (1.979, -2.147, 4.229)  -1.465
H (-0.574, -2.805, 5.043)  0.360
H (3.936, -1.193, -0.753)  0.489
C (0.830, -2.730, 3.410)  0.472
N (0.135, -1.649, 2.720)  -0.182
H (-3.437, 2.064, 1.128)  0.273
O (-1.637, 1.407, 0.349)  -0.359
H (2.521, -2.942, 4.733)  0.385
O (-4.788, 2.245, -1.267)  -0.527
C (1.986, -0.672, -0.015)  -0.216
H (-2.999, 3.266, -1.002)  0.382
C (2.924, 0.237, -1.995)  0.332
H (-3.876, -0.253, -0.689)  0.440
C (-0.168, -3.473, 4.286)  -1.556
H (2.659, -1.624, 3.564)  0.406
H (-5.229, 2.722, -0.555)  0.354
H (1.252, -3.408, 2.657)  0.347
C (-3.406, 2.248, -1.040)  -0.937
C (-1.322, 0.299, 1.145)  -0.376
H (-0.869, -1.631, 2.816)  0.248
H (-2.095, -1.512, 0.200)  0.305
H (1.599, -1.450, 4.972)  0.324
H (-0.173, 1.554, -1.477)  0.652
H (-5.354, -0.605, 0.878)  0.363
C (0.665, -1.136, 1.593)  0.376
C (-2.448, -0.755, 0.908)  -0.135
C (-3.612, 0.086, 0.316)  0.310
H (-0.989, -3.864, 3.689)  0.380
C (1.772, 1.002, -2.196)  -0.029
C (3.047, -0.606, -0.905)  -0.823
H (-1.339, 0.580, 2.218)  0.242
H (-2.955, 1.724, -1.886)  0.334

***

2.
The following is a DFT calculation (ωB97M-V/def2-TZVPD) of a structure of composition C28H55Cl3N3O3 in a non-equilibrium geometry.

Calculated values
Orbital gap (spin up / spin down) (eV): 8.453 / 7.097
Multiplicity: 4
Energy relative to the best compared isomer or geometry (same formula, charge and spin) (kJ/mol): 0.0
HOMO (spin up / spin down) (Ha): -0.2917 / -0.2891

Each line ends with the Mulliken charge.
Geometry (Å):
C (-4.070, -0.207, 0.439)  1.873
C (-0.470, 1.291, -1.213)  1.529
H (1.009, -3.300, -0.891)  0.483
H (5.296, -2.270, 2.067)  0.332
H (-3.264, -1.938, -0.564)  0.505
N (0.496, 0.836, -0.159)  0.954
H (5.540, -3.838, -2.015)  0.421
N (-3.756, 1.258, 0.716)  0.465
H (-1.766, -0.476, -1.413)  0.999
H (0.198, 4.681, -0.882)  0.391
C (0.992, -3.158, 0.190)  -2.349
C (-5.697, 0.494, -1.404)  -0.697
C (1.607, 1.662, 0.385)  1.007
H (1.108, 3.578, -1.697)  0.497
C (2.534, -1.311, -0.151)  -0.060
N (3.506, -3.480, -0.041)  0.585
H (-4.704, -0.534, 2.389)  0.488
H (-5.330, 3.582, 1.177)  0.469
H (6.660, -2.651, 1.014)  0.518
H (-5.672, -1.465, -0.329)  0.491
H (2.854, 2.332, -1.351)  0.713
C (5.898, -3.929, -0.989)  -1.635
H (-0.211, 0.336, -3.198)  0.402
H (3.702, 1.955, 0.149)  0.548
H (-1.510, 3.006, -0.100)  0.453
H (5.646, -3.940, 1.713)  0.346
H (1.669, -1.863, 2.576)  0.774
H (3.175, 0.666, -0.920)  0.871
C (-0.815, 2.828, -0.920)  -0.836
H (-4.715, -2.034, 1.591)  0.342
H (-2.827, -0.410, -1.411)  0.355
C (2.896, 1.638, -0.512)  -2.093
H (0.323, -1.011, 1.231)  -0.386
H (3.455, -2.056, 2.472)  0.113
C (1.965, 1.144, 1.837)  0.098
Cl (0.080, -2.987, 2.477)  -0.138
Cl (-1.987, -1.119, 1.480)  0.578
C (5.643, -2.940, 1.280)  -1.727
H (-5.701, 2.584, -1.790)  0.348
H (-3.173, -1.313, 2.180)  -0.105
H (2.102, -1.374, -1.150)  0.844
H (2.441, -3.472, 2.572)  0.580
H (6.943, -3.633, -0.896)  0.355
C (-5.476, -0.404, -0.177)  -1.754
H (0.649, -4.108, 0.600)  0.437
H (-6.726, 0.329, -1.721)  0.474
H (-1.364, 3.251, -1.762)  0.753
C (3.929, -0.650, -0.155)  -0.286
Cl (-0.083, -0.308, 3.526)  -0.236
H (4.191, -0.419, 0.877)  0.759
H (-3.559, 3.943, 1.134)  0.343
C (-4.208, 2.365, -0.218)  1.592
H (5.860, -5.000, -0.791)  0.349
C (0.044, 1.242, -2.648)  -1.853
C (-0.314, -1.289, 2.070)  0.176
H (-6.197, -0.224, 0.621)  0.489
C (-4.123, -1.123, 1.680)  -1.529
O (3.385, -4.881, 0.276)  -0.539
H (-2.561, 1.087, -1.709)  -0.380
H (1.187, 0.505, 2.254)  -0.773
H (3.836, 0.300, -0.681)  -0.797
H (2.372, 1.863, 2.548)  0.577
H (4.965, -1.565, -1.777)  0.281
H (-2.101, 0.584, -0.092)  -1.810
H (-3.542, 3.305, -2.163)  0.463
H (0.611, 3.399, 1.379)  0.503
H (-2.325, 3.088, -0.955)  -0.530
C (2.435, -2.645, 0.616)  2.275
H (-4.627, 4.476, -0.227)  0.331
C (0.512, 3.641, -0.786)  -1.286
C (-4.452, 3.728, 0.547)  -1.952
H (-0.195, 2.098, -3.279)  0.260
H (-4.916, 0.308, -2.142)  0.302
H (5.895, -0.982, -0.480)  0.478
C (1.222, 3.143, 0.513)  -1.389
H (1.910, -0.574, 0.354)  -1.003
C (-2.970, -0.895, -0.446)  -2.024
H (2.757, 0.405, 1.714)  0.021
H (-6.497, 2.059, -0.309)  0.368
O (-2.576, 1.608, 1.561)  -0.472
C (-3.217, 2.624, -1.377)  -1.746
H (2.137, 3.731, 0.577)  0.527
H (-2.978, 1.716, -1.931)  0.933
H (1.122, 1.406, -2.616)  0.440
C (-1.786, 0.578, -1.136)  -0.714
C (2.488, -2.459, 2.173)  -2.347
C (4.935, -3.017, -0.100)  1.415
O (0.676, -0.599, -0.257)  0.273
H (0.212, -2.456, 0.486)  0.732
H (-2.024, -0.753, 0.076)  1.020
C (4.998, -1.565, -0.688)  -1.803
C (-5.582, 1.972, -0.895)  -1.047

***

3.
The following is a DFT calculation (ωB97M-V/def2-TZVPD) of the molecule C9H14S2 in a non-equilibrium geometry.

Calculated values
Orbital gap (spin up / spin down) (eV): 8.050 / 5.035
Energy relative to the best compared isomer or geometry (same formula, charge and spin) (kJ/mol): 526.3
HOMO (spin up / spin down) (Ha): -0.3151 / -0.2526

Each line ends with the Mulliken charge.
Geometry (Å):
C (2.094, 0.093, -1.605)  0.084
H (-0.469, -2.529, 0.248)  0.409
H (-1.941, -0.831, 1.758)  0.363
H (2.501, -0.677, 1.395)  0.311
H (1.636, -0.766, 2.907)  0.501
C (-1.976, 1.466, -2.540)  -0.483
C (0.120, 0.146, 0.072)  0.361
H (-2.984, 1.595, -2.057)  0.307
H (-0.925, -1.244, 3.060)  0.409
H (2.815, 0.058, -2.395)  0.508
S (-1.607, -0.252, -2.777)  -0.140
S (-0.908, 1.496, -0.047)  -0.076
C (1.562, -0.377, 1.933)  -1.526
H (-1.050, 0.427, 2.512)  0.392
H (1.225, -2.119, -0.001)  0.428
H (0.864, -2.890, 1.472)  0.401
H (0.129, 1.758, -2.358)  0.212
C (-0.898, -0.636, 2.163)  -1.839
C (-0.848, 2.089, -1.743)  -0.547
H (-1.987, 2.110, -3.494)  0.309
H (1.522, 0.730, 2.004)  0.323
C (0.460, -2.256, 0.681)  -1.626
H (-0.742, 3.251, -1.498)  0.351
C (1.144, 0.130, -0.902)  -1.063
C (0.264, -0.772, 1.210)  1.629

***

4.
The following is a DFT calculation (ωB97M-V/def2-TZVPD) of the molecule C5H9NS2 in a non-equilibrium geometry.

Calculated values
SMILES: C[C@@H]1C[C@@]1(N)C(=S)S
Orbital gap (eV): 8.412
Energy relative to the best compared isomer or geometry (same formula, charge and spin) (kJ/mol): 347.6
HOMO (Ha): -0.3042

Each line ends with the Mulliken charge.
Geometry (Å):
H (-0.985, 0.263, 1.846)  0.251
C (-0.505, 0.446, 0.807)  0.045
C (0.265, -1.931, 0.405)  0.294
C (0.188, -0.557, -0.131)  0.413
H (-2.123, 1.757, 0.099)  0.349
H (1.091, 0.157, -2.060)  0.247
S (0.149, -2.188, 2.018)  -0.318
H (-0.906, 2.709, 0.944)  0.327
S (0.342, -3.348, -0.726)  -0.185
H (1.735, -0.003, 1.586)  0.214
C (-1.004, 1.837, 0.173)  -1.221
C (0.907, 0.512, 0.793)  -0.803
N (0.204, -0.281, -1.528)  -0.586
H (-0.233, 2.116, -0.680)  0.284
H (1.543, 1.128, 0.033)  0.254
H (0.091, -2.475, -1.721)  0.176
H (-0.757, -0.142, -1.859)  0.258